1.
This record from OMol25 describes a 8-piece molecular cluster, C5H25NO9 overall. The level of theory is the ωB97M-V functional and the def2-TZVPD basis.

ΔE to the lowest compared entry with this formula, charge and spin (kJ/mol): 57.2
Frontier orbital gap (eV): 10.4830
Calculated total energy (a.u.): -937.44224
Strongest force on any atom (eV Å⁻¹): 2.23
Structure (SMILES): CC(C)CNC(=O)O.O.O.O.O.O.O.O

```
! wB97M-V def2-TZVPD RIJCOSX def2/J DEFGRID3
* xyz 0 1
H 1.712 3.057 2.413
O -0.632 -1.574 1.888
H 3.549 -2.338 0.564
H -4.441 -1.524 -0.147
O -0.043 3.486 1.907
H -0.669 3.096 -0.022
N 0.451 -0.704 0.167
H 1.742 -0.299 -1.366
H 3.635 -2.011 -1.022
H -1.457 -1.537 2.391
H -1.154 -2.164 -1.493
O 1.731 -3.489 0.848
C -0.595 -1.738 -2.327
O 3.513 -1.680 -0.115
O -4.442 -1.801 0.769
H -0.883 0.828 3.793
O -0.731 3.117 -1.009
H -3.694 -1.384 1.185
H -0.532 4.075 -1.071
H 1.228 -1.281 0.468
C -0.331 -0.231 -2.109
O 2.656 2.917 2.200
C 0.750 0.059 -1.100
H 0.920 -3.014 1.079
H 0.351 -2.301 -2.293
H -1.054 -1.811 -3.306
H -0.238 2.656 2.342
H 1.106 0.064 -3.763
H -1.282 0.239 -1.815
H 0.073 1.481 -3.160
O -1.635 0.089 0.715
H 2.731 2.723 1.242
H 1.739 -4.416 1.116
H -1.971 0.748 2.744
H -0.316 4.214 2.465
O -1.696 1.264 3.503
C 0.141 0.431 -3.413
H 0.877 1.107 -0.841
H -0.453 0.253 -4.310
C -0.652 -0.609 0.882
*
```

=====

2.
This record from OMol25 describes a 2-piece molecular cluster, C2H6N2O overall. The level of theory is the ωB97M-V functional and the def2-TZVPD basis.

ΔE to the lowest compared entry with this formula, charge and spin (kJ/mol): 441.2
Frontier orbital gap (eV): 8.9825
Calculated total energy (a.u.): -264.41928
Strongest force on any atom (eV Å⁻¹): 4.46
Structure (SMILES): [H]/N=N\[H].C=CO

```
! wB97M-V def2-TZVPD RIJCOSX def2/J DEFGRID3
* xyz 0 1
H -3.009 -0.329 0.609
N -2.117 -0.301 0.098
C 1.505 0.331 0.292
H 1.431 1.088 1.040
O 2.567 0.584 -0.422
H 1.028 -1.700 -0.273
N -1.998 0.658 -0.654
C 0.747 -0.807 0.226
H 2.660 -0.266 -0.934
H -0.099 -0.581 0.860
H -2.715 1.323 -0.841
*
```

=====

3.
This record from OMol25 describes one molecule with the formula C6H8O2. The level of theory is the ωB97M-V functional and the def2-TZVPD basis.

ΔE to the lowest compared entry with this formula, charge and spin (kJ/mol): 284.6
Frontier orbital gap (eV): 9.6243
Calculated total energy (a.u.): -383.80171
Strongest force on any atom (eV Å⁻¹): 4.55
Structure (SMILES): O[C@]12C=CO[C@H]1CC2

```
! wB97M-V def2-TZVPD RIJCOSX def2/J DEFGRID3
* xyz 0 1
C -1.073 -0.815 0.799
H -0.983 1.065 -1.439
C 0.244 -0.091 0.707
H -0.730 2.211 0.610
O 1.056 -0.599 1.643
H 1.043 1.941 0.806
H 1.609 -0.686 -0.954
H 0.711 1.692 -1.626
C -1.188 -1.593 -0.297
O -0.256 -1.339 -1.346
C 0.122 1.089 -1.087
H -1.733 -2.510 -0.407
C 0.108 1.517 0.403
C 0.565 -0.300 -0.809
H 2.039 -0.653 1.304
H -1.532 -0.929 1.692
*
```